(1)
Formula: C7H14IP
Source: the OMol25 dataset
Level of theory: ωB97M-V/def2-TZVPD

Results
ΔE to the lowest compared entry with this formula, charge and spin in kcal per mole: 0.0
HOMO in eV: -8.6
E_LUMO in eV: 0.533
Orbital gap in eV: 9.1
SMILES string: CP(/C=C/I)C(C)(C)C
Calculated total energy in eV: -24872.7674

ORCA input file:
```
! wB97M-V def2-TZVPD RIJCOSX def2/J DEFGRID3
* xyz 0 1
C -0.7827 -0.8515 1.9705
P -0.1603 -1.3615 0.3035
C 1.6258 -0.9532 0.4595
C 2.3208 -0.4825 1.5380
I 4.3734 -0.0497 1.6231
C -0.4878 0.1640 -0.8082
C 0.1640 -0.0157 -2.1172
C -2.0370 0.1609 -0.9240
C -0.0929 1.5939 -0.3095
H 0.0103 -1.3518 2.7004
H -1.7710 -1.2992 2.4044
H -0.7587 0.2759 2.2049
H 2.2721 -1.0832 -0.4512
H 1.8455 -0.3534 2.4074
H 1.2105 0.1868 -1.9442
H 0.2737 -1.0524 -2.6624
H -0.3794 0.5839 -3.0038
H -2.6779 0.2016 0.0343
H -2.5550 -0.7828 -1.4388
H -2.4055 0.8976 -1.5145
H -0.8501 1.9696 0.3907
H 0.8968 1.3625 0.3438
H -0.0347 2.2402 -1.2066
*
```

---

(2)
Formula: C7H14N
Source: the OMol25 dataset
Level of theory: ωB97M-V/def2-TZVPD

Results
ΔE to the lowest compared entry with this formula, charge and spin in kcal per mole: 39.7
HOMO in eV: -12.1
E_LUMO in eV: -3.641
Orbital gap in eV: 8.5
SMILES string: C=C(/C=C/C)CC[NH3+]
Calculated total energy in eV: -8967.3576

ORCA input file:
```
! wB97M-V def2-TZVPD RIJCOSX def2/J DEFGRID3
* xyz 1 1
C 2.0386 -1.1173 -0.2440
C 0.9935 -0.3341 0.1524
C 0.5929 0.7943 -0.6559
C 0.2421 1.9888 -0.2733
C -0.2438 3.1258 -1.0654
C 0.2611 -0.6883 1.4140
C -0.6330 -1.9294 1.0058
N -1.7819 -1.6283 -0.0177
H 2.5178 -0.8536 -1.1645
H 2.4981 -1.9694 0.2327
H 0.7391 0.6267 -1.7723
H 0.5297 2.4300 0.7128
H 0.5741 3.5933 -1.6433
H -1.0402 2.8801 -1.8597
H -0.7528 3.9806 -0.6802
H 0.9326 -1.0658 2.2227
H -0.3147 0.1899 1.8030
H -1.1271 -2.5108 1.8114
H 0.0259 -2.7025 0.5509
H -1.2610 -1.3138 -0.8605
H -2.3310 -2.5117 -0.1292
H -2.4602 -0.9845 0.4602
*
```

---

(3)
Formula: C7H14N
Source: the OMol25 dataset
Level of theory: ωB97M-V/def2-TZVPD

Results
ΔE to the lowest compared entry with this formula, charge and spin in kcal per mole: 83.7
HOMO in eV: -13.7
E_LUMO in eV: -2.790
Orbital gap in eV: 10.9
Calculated total energy in eV: -8965.4501

ORCA input file:
```
! wB97M-V def2-TZVPD RIJCOSX def2/J DEFGRID3
* xyz 1 1
C 1.5347 1.9233 -0.7709
C 0.4793 2.4297 -1.1082
C -1.4918 -1.5089 1.3729
C -1.7727 -0.9069 0.0322
C -0.4746 -1.5667 0.2450
C -0.7438 3.0395 -1.4683
C 1.9413 -1.5517 0.6690
N 0.7278 -0.7114 0.5609
H 2.5553 1.7649 -0.7225
H 0.7753 -0.1537 -0.2503
H -1.1950 -1.0029 2.1685
H -2.1027 -2.3937 1.5692
H -2.5704 -1.3694 -0.5350
H -1.6796 0.1194 -0.1406
H -0.1446 -2.3746 -0.2839
H -1.4318 2.1902 -1.7995
H -0.6536 3.7734 -2.3322
H -1.3341 3.5452 -0.5572
H 2.5806 -0.9928 1.2582
H 1.7108 -2.4513 1.1264
H 2.4574 -1.6627 -0.3690
H 0.8321 -0.1388 1.3354
*
```

---

(4)
Formula: C7H14N
Source: the OMol25 dataset
Level of theory: ωB97M-V/def2-TZVPD

Results
ΔE to the lowest compared entry with this formula, charge and spin in kcal per mole: 59.2
HOMO in eV: -12.4
E_LUMO in eV: -3.533
Orbital gap in eV: 8.8
SMILES string: C=C(C)C(=C)CC[NH3+]
Calculated total energy in eV: -8966.5099

ORCA input file:
```
! wB97M-V def2-TZVPD RIJCOSX def2/J DEFGRID3
* xyz 1 1
C -2.4628 0.2577 -1.4216
C -1.1390 -0.0081 -1.0697
C -0.0470 0.0344 -2.0261
C -0.7390 -0.2281 0.3587
C -1.3866 -1.0693 1.2903
C 0.1759 0.7856 1.0046
C 1.7366 0.7690 0.7826
N 2.0549 -0.7351 0.8418
H -3.0690 0.4503 -0.5344
H -2.9830 0.2314 -2.4122
H -0.2142 0.4323 -3.0666
H 0.6485 0.8168 -1.6226
H 0.5355 -0.9359 -2.1161
H -0.7988 -1.3117 2.2345
H -2.4731 -1.2813 1.0784
H 0.0323 0.6497 2.1580
H -0.2825 1.7587 0.7975
H 2.1409 1.0966 -0.2005
H 2.3054 1.3857 1.5058
H 1.9605 -1.0715 1.8523
H 1.2018 -1.0676 0.3028
H 2.8027 -0.9598 0.2626
*
```